# 1
{
  "formula": "C23H43CaCl2F5N3O5SiTe",
  "method": "ωB97M-V with the def2-TZVPD basis set",
  "symbols": ["C", "C", "H", "H", "H", "C", "C", "H", "H", "H", "H", "Ca", "Cl", "C", "O", "N", "C", "C", "H", "H", "H", "H", "H", "H", "H", "H", "H", "C", "C", "N", "H", "C", "O", "H", "H", "H", "H", "H", "H", "C", "C", "N", "H", "C", "O", "H", "H", "H", "H", "O", "C", "C", "C", "H", "C", "H", "C", "H", "C", "C", "H", "H", "H", "Si", "Cl", "C", "C", "C", "H", "H", "H", "H", "H", "H", "H", "H", "H", "F", "Te", "F", "F", "F", "F", "O"],
  "positions_angstrom": [[0.762494, 1.777661, -5.875162], [0.936944, 0.558940, -6.730470], [1.714101, 1.981341, -5.353899], [-0.044021, 1.641604, -5.154547], [0.480773, 2.661575, -6.452950], [1.417036, 0.665785, -7.994393], [2.036451, 1.909113, -8.567417], [1.284739, -0.135920, -8.733424], [2.746969, 2.347084, -7.853386], [1.331551, 2.712344, -8.848346], [2.614145, 1.653647, -9.466461], [-0.238687, -0.930599, -2.744994], [-1.891196, -1.827799, -4.666606], [-1.229224, -3.579147, -2.067883], [-0.063406, -3.078290, -1.906715], [-1.399164, -4.870134, -1.908154], [-0.233043, -5.652358, -1.538573], [-2.572805, -5.542644, -2.414583], [-2.110176, -2.984677, -2.354434], [0.245451, -5.204906, -0.658191], [0.528202, -5.670572, -2.333906], [-0.611621, -6.652026, -1.338136], [-3.452422, -4.989208, -2.077619], [-2.528402, -6.551196, -2.006933], [-2.588900, -5.546584, -3.512635], [-0.509846, -2.191680, 2.277820], [-1.471296, 0.208133, 2.809728], [0.441620, -1.678888, 2.102084], [-0.450635, 0.552852, 2.608586], [0.214023, -0.316829, 1.661096], [1.019153, -2.211558, 1.350775], [0.425664, 0.028692, 0.382986], [0.941638, -0.706569, -0.466335], [-0.478967, 1.568790, 2.211394], [0.064447, 1.042361, 0.127489], [0.995810, -1.649877, 3.042019], [0.111405, 0.550472, 3.545724], [3.803031, 3.797362, -0.917937], [4.012292, 0.751601, -3.635781], [4.520077, 3.064360, -1.300598], [4.593456, 1.113483, -2.779616], [3.791685, 2.084343, -2.073787], [5.071207, 2.588828, -0.481226], [2.431585, 2.019861, -2.067817], [1.754433, 1.179842, -2.656200], [4.876047, 0.268379, -2.143841], [1.993279, 2.843918, -1.459941], [5.232431, 3.572756, -1.952759], [5.512516, 1.588681, -3.133144], [1.052112, -0.910244, -4.690849], [0.587902, -0.780582, -6.051588], [2.254892, -2.096114, -7.554556], [1.001592, -1.972056, -6.947463], [2.991740, -1.291546, -7.502395], [2.561267, -3.230640, -8.315352], [-0.522158, -0.798000, -5.909513], [0.030177, -2.931492, -7.214705], [3.549176, -3.361206, -8.727472], [1.607951, -4.223242, -8.530759], [0.321477, -4.028531, -8.021653], [-0.950609, -2.782808, -6.767162], [1.839694, -5.137533, -9.069670], [-0.449923, -4.757275, -8.190200], [2.952311, -1.599439, -4.646213], [3.724163, 0.109283, -5.638315], [4.613099, -2.292734, -5.434985], [2.143091, -3.466849, -4.653494], [3.102077, -1.681977, -2.730991], [4.514830, -3.320925, -5.807030], [5.346678, -2.185186, -4.624472], [5.074442, -1.772382, -6.315569], [4.132742, -1.980100, -2.454709], [2.420708, -2.433838, -2.276975], [2.865901, -0.727249, -2.232709], [2.505423, -4.063576, -5.502576], [1.040106, -3.496156, -4.694342], [2.415915, -4.013870, -3.733722], [-4.206545, 1.176266, -1.672346], [-3.112600, -0.063384, -0.733774], [-2.156048, -1.441930, 0.227810], [-4.558872, -0.379664, 0.463200], [-2.507132, 1.213429, 0.562161], [-3.718187, -1.550598, -1.799749], [-1.676426, 0.357277, -1.775944]],
  "forces_ev_per_a": [[0.5, 0.2, 0.2], [0.5, -0.3, -0.8], [-0.5, 0.0, 0.1], [0.2, -0.2, 0.2], [0.2, -0.1, -0.2], [-1.2, 0.0, 0.3], [0.1, 0.4, 0.0], [0.4, 0.0, 0.7], [-0.1, 0.0, -0.1], [0.1, -0.3, 0.1], [-0.2, 0.1, 0.2], [1.8, 0.0, -1.0], [-1.0, -0.3, 0.7], [2.3, 1.2, 0.2], [-2.5, -0.5, -0.1], [0.3, -0.4, 0.0], [0.2, 0.0, -0.1], [-0.2, 0.4, -0.1], [0.2, -0.2, 0.0], [-0.2, -0.2, -0.2], [-0.3, 0.0, 0.1], [0.4, -0.1, 0.2], [-0.1, -0.3, 0.0], [-0.5, 0.0, -0.2], [0.1, -0.2, 0.2], [0.0, 0.1, -0.1], [0.1, 0.1, -0.1], [0.1, 0.1, 0.1], [0.1, 0.0, -0.1], [0.0, -0.2, 0.1], [-0.1, 0.0, 0.0], [0.1, -0.2, -0.7], [-0.5, 0.5, 0.6], [-0.1, -0.1, 0.1], [0.2, -0.2, 0.1], [0.1, -0.1, 0.0], [0.0, 0.1, 0.0], [0.3, 0.0, 0.2], [0.5, 0.2, 0.6], [-0.5, 0.0, -0.1], [-0.1, -0.3, -0.2], [-0.4, 0.1, 0.3], [-0.1, 0.1, 0.0], [0.1, -0.4, -0.3], [0.4, 0.9, 0.6], [-0.1, 0.1, 0.0], [0.0, -0.3, -0.2], [0.0, 0.1, 0.1], [-0.1, 0.1, -0.1], [2.4, 0.2, -1.1], [-0.7, 0.2, -0.5], [0.1, -0.2, -0.5], [-0.4, 0.6, 0.1], [-0.3, -0.5, 0.2], [-0.4, -0.1, 0.3], [1.1, 0.0, -0.7], [0.1, -0.1, -0.2], [0.2, 0.1, -0.1], [-0.4, 0.4, 0.3], [0.3, 0.1, 0.3], [0.2, -0.2, -0.2], [0.1, 0.2, -0.1], [-0.2, -0.3, -0.1], [-1.7, -3.5, 0.7], [-0.7, 2.7, -0.3], [0.6, -0.7, -0.7], [-0.4, 0.1, -0.5], [0.2, 0.9, 0.5], [0.2, -0.2, 0.7], [0.2, -0.4, -0.1], [-0.6, -0.2, 0.9], [-0.4, 0.1, -0.1], [0.3, 0.4, -0.6], [0.3, -0.5, -0.1], [-0.1, 0.1, 0.1], [0.3, 0.2, 0.1], [0.2, 0.3, -0.2], [0.2, -0.9, 1.0], [1.1, -0.3, -0.9], [-0.8, 0.9, -0.2], [1.0, 0.2, -1.0], [-0.8, -0.6, -0.4], [-0.1, 1.3, 1.0], [-1.7, 0.0, 1.2]],
  "homo_energy_ev": -4.7514,
  "e_above_lowest_ev": 0.7592,
  "charge": -1
}


# 2
{
  "formula": "C23H43CaN4O4P4S2",
  "method": "ωB97M-V with the def2-TZVPD basis set",
  "symbols": ["Ca", "C", "N", "C", "P", "O", "O", "P", "O", "N", "C", "C", "N", "C", "C", "N", "C", "C", "H", "H", "H", "H", "H", "H", "H", "H", "H", "H", "H", "H", "H", "H", "H", "H", "H", "H", "H", "H", "H", "H", "H", "H", "C", "P", "C", "C", "O", "H", "H", "H", "H", "H", "H", "H", "H", "H", "S", "P", "S", "C", "C", "C", "C", "C", "C", "C", "C", "C", "C", "C", "C", "H", "H", "H", "H", "H", "H", "H", "H", "H", "H"],
  "positions_angstrom": [[-0.227858, -0.422493, -0.742568], [0.569342, -3.957793, -1.390768], [1.804642, -3.726093, -0.665768], [2.015842, -4.670793, 0.416932], [2.351442, -2.168993, -0.444168], [1.644042, -1.163893, -1.242868], [2.249842, -1.868893, 1.165632], [0.870742, -1.264993, 1.746032], [-0.284658, -1.676293, 0.935032], [0.812442, -1.928293, 3.259932], [1.898042, -1.705693, 4.194732], [-0.463658, -2.253993, 3.868732], [1.141642, 0.396507, 1.699332], [0.359842, 1.089407, 2.718432], [2.477542, 0.949707, 1.540732], [3.994542, -2.050693, -0.637868], [4.940842, -2.627793, 0.299732], [4.415342, -2.153893, -2.028068], [0.641142, -4.927193, -1.888368], [0.438742, -3.173493, -2.134468], [-0.293658, -3.959293, -0.712768], [2.056642, -5.679993, 0.002032], [1.202942, -4.620293, 1.153332], [2.954942, -4.454293, 0.922632], [2.781842, -1.383393, 3.648132], [2.127242, -2.638693, 4.714732], [1.637942, -0.948293, 4.942432], [-1.234758, -2.259893, 3.099232], [-0.735458, -1.531493, 4.644132], [-0.407958, -3.243993, 4.328132], [-0.622158, 0.618807, 2.790132], [0.219242, 2.132507, 2.432532], [0.850742, 1.068907, 3.697632], [3.029842, 0.381407, 0.792432], [3.044842, 0.948307, 2.479132], [2.385542, 1.982107, 1.195532], [4.546342, -2.551493, 1.310532], [5.870842, -2.056393, 0.249032], [5.168942, -3.674893, 0.077332], [3.660642, -1.678393, -2.652368], [4.546042, -3.192893, -2.348468], [5.361942, -1.625493, -2.155668], [-3.464558, -2.332793, -0.634568], [-2.662758, -2.092893, -2.251468], [-2.589558, -3.697793, -3.128768], [-3.723558, -0.975793, -3.218768], [-1.287958, -1.529793, -2.105068], [-4.458458, -2.759093, -0.738468], [-3.522658, -1.349593, -0.161568], [-2.837358, -2.980493, -0.023268], [-3.582258, -4.037593, -3.407168], [-2.111658, -4.449793, -2.504368], [-1.987658, -3.563793, -4.026968], [-4.733558, -1.359293, -3.329168], [-3.265458, -0.843293, -4.198268], [-3.741658, -0.013193, -2.706268], [-0.387658, 1.704107, -2.400368], [-1.337058, 2.441207, -0.809168], [-2.218958, 1.076507, 0.351332], [-2.552758, 3.698407, -1.330968], [-3.906458, 3.407207, -1.415168], [-4.798558, 4.394307, -1.800368], [-4.338558, 5.667607, -2.095568], [-2.986958, 5.958607, -2.006668], [-2.091258, 4.974607, -1.633368], [-0.200658, 3.516107, 0.157032], [1.078242, 3.779807, -0.313668], [1.846342, 4.756307, 0.298432], [1.334142, 5.474307, 1.367332], [0.068942, 5.190507, 1.856932], [-0.700458, 4.210407, 1.256032], [-4.258158, 2.417007, -1.151368], [-5.855058, 4.173307, -1.861868], [-5.032658, 6.442007, -2.386468], [-2.629258, 6.955707, -2.221268], [-1.034358, 5.196407, -1.562768], [1.443842, 3.239707, -1.181568], [2.829842, 4.981707, -0.086568], [1.914842, 6.268407, 1.808432], [-0.326058, 5.747907, 2.693932], [-1.694558, 3.985807, 1.621732]],
  "forces_ev_per_a": [[-1.2, 3.1, -0.9], [-0.1, 0.1, -0.3], [0.1, 1.1, 0.2], [0.2, -0.2, 0.2], [2.1, -1.5, 0.9], [1.2, -0.3, -0.9], [-0.3, 0.1, -0.6], [1.6, -0.1, 2.4], [-0.7, -1.3, 1.1], [-0.2, 0.7, -0.8], [0.2, 0.0, 0.1], [-0.3, -0.2, 0.0], [-0.1, -1.3, 0.0], [-0.5, 0.2, 0.2], [0.5, 0.1, -0.3], [-0.9, -0.2, 0.2], [0.1, 0.1, 0.3], [0.0, 0.1, -0.3], [-0.1, 0.0, 0.0], [-0.1, -0.2, 0.0], [0.0, 0.0, -0.1], [0.1, 0.0, 0.1], [0.1, 0.0, 0.0], [0.0, -0.2, 0.0], [0.1, 0.0, 0.1], [0.0, 0.1, 0.0], [0.0, 0.0, -0.1], [0.0, -0.1, 0.1], [0.0, 0.0, 0.0], [0.0, 0.0, 0.0], [0.0, 0.2, 0.1], [0.0, -0.1, -0.1], [0.1, -0.1, 0.0], [0.0, 0.2, 0.0], [-0.1, 0.0, 0.0], [0.0, -0.1, 0.0], [0.1, 0.0, 0.0], [0.0, -0.1, 0.0], [0.0, 0.0, 0.0], [0.1, 0.0, -0.2], [0.0, 0.0, 0.1], [-0.1, 0.0, 0.0], [0.3, 0.1, -0.5], [-1.4, -0.5, -0.5], [-0.1, 0.6, 0.3], [0.5, -0.4, 0.3], [-0.3, -0.9, -1.0], [-0.1, -0.1, 0.0], [-0.1, -0.1, 0.0], [0.0, -0.1, 0.0], [-0.1, -0.1, 0.0], [0.0, 0.0, 0.1], [0.0, 0.1, 0.0], [-0.1, -0.1, 0.0], [0.0, 0.0, 0.0], [0.0, 0.0, 0.0], [0.1, 0.4, -0.2], [-0.1, 1.0, -0.2], [-0.4, 0.2, 0.4], [0.1, -0.3, 0.1], [0.0, -0.1, 0.1], [-0.1, 0.0, -0.1], [-0.1, 0.0, 0.0], [0.1, 0.1, -0.1], [0.0, 0.0, 0.0], [-0.2, -0.3, -0.3], [-0.1, -0.2, -0.1], [0.1, 0.1, 0.0], [0.1, 0.0, -0.1], [-0.2, 0.0, 0.1], [0.0, -0.1, 0.0], [0.0, 0.0, 0.0], [0.0, 0.0, 0.0], [-0.1, 0.0, 0.0], [0.0, 0.0, 0.0], [0.0, 0.1, 0.0], [0.0, 0.1, 0.1], [0.1, 0.0, 0.0], [0.1, 0.1, 0.1], [0.0, 0.0, 0.1], [-0.1, 0.1, 0.0]],
  "homo_energy_ev": -10.4590,
  "charge": 1
}